Entry 1:
20
Properties=species:S:1:pos:R:3:forces:R:3 method="wB97M-V/def2-TZVPD" gap_ev=8.6 lumo_ev=0.57 relative_energy_ev=10.2018 total_charge=0 smiles="OCOO[C@]1(O)[C@@]23C=C[C@]21C=C3"
O -0.48185 -0.68801 3.06737 -1.99 -1.19 1.04
C 0.67555 0.04267 2.90750 3.38 -3.34 2.24
O 1.21804 -0.26586 1.67185 0.35 1.48 -0.61
O 0.71925 0.74072 0.74667 -1.80 -1.85 -0.47
C -0.32590 0.00462 -0.10965 3.70 2.05 0.70
O -1.23673 -0.65045 0.54831 -2.35 0.29 -1.06
C -0.57945 0.94553 -1.27923 -1.18 -1.46 0.10
C -1.50413 0.22171 -2.25118 4.04 -2.07 2.60
C -0.92635 -0.97468 -2.21418 0.45 1.97 0.12
C 0.27204 -0.54328 -1.37366 -0.64 0.44 -0.03
C 1.32121 0.39289 -1.95123 1.33 -1.61 -0.41
C 0.66888 1.54126 -1.79080 0.36 -3.92 -0.06
H -0.48567 -1.58928 3.44451 0.92 0.84 -0.15
H 1.58616 -0.23912 3.67992 -2.36 0.34 -1.62
H 0.39755 1.01575 3.13507 -0.14 2.11 -0.49
H -1.00806 -1.06663 1.36639 0.94 -0.02 1.07
H -2.28060 0.58332 -2.71042 -4.39 1.95 -2.34
H -1.22952 -1.90304 -2.57710 -0.16 -1.44 -0.53
H 2.31349 -0.05338 -2.31329 -1.37 1.43 0.54
H 0.88608 2.48528 -1.99685 0.92 4.00 -0.63

Entry 2:
16
Properties=species:S:1:pos:R:3:forces:R:3 method="wB97M-V/def2-TZVPD" gap_ev=8.2 lumo_ev=0.55 relative_energy_ev=7.3249 total_charge=0
C -1.19796 0.94357 -1.05153 1.46 1.68 -2.10
N -0.24774 -0.81954 0.70686 -0.32 0.79 -2.05
C -0.00400 1.42128 -0.60734 -1.45 0.26 -0.32
N 0.35133 -1.51480 -0.38546 -0.34 0.12 0.11
N 0.37663 -1.20760 1.92006 -0.86 0.27 -0.09
C 1.01218 2.01569 -0.06611 0.21 -0.16 0.18
O -1.25143 0.08105 -2.14989 -0.20 -0.47 0.66
H -0.67943 -0.67464 -1.91051 0.11 -0.11 -0.01
H 1.35926 -1.34927 -0.39871 -0.15 -0.01 0.14
H 0.20786 -2.51930 -0.27255 0.10 0.11 -0.09
H -0.02613 -2.07171 2.28351 -0.18 0.16 0.23
H 0.27005 -0.46377 2.60473 -0.02 -0.20 -0.08
H -2.00688 1.66894 -1.12367 -0.12 -0.23 0.58
H -1.12748 -0.06584 0.12946 2.08 -1.91 2.92
H 1.34901 1.82838 0.94798 -0.02 -0.34 -0.02
H 1.61474 2.72755 -0.62685 -0.31 0.04 -0.06

Entry 3:
24
Properties=species:S:1:pos:R:3:forces:R:3 method="wB97M-V/def2-TZVPD" gap_ev="7.6 / 6.6" lumo_ev="0.29 / 0.55" relative_energy_ev=3.8975 total_charge=0
C 2.92344 0.53822 -0.11565 0.11 0.06 -0.23
C 2.30667 0.31695 1.10408 -0.21 -0.10 0.16
C 2.42092 -0.08712 -1.25982 0.19 0.17 -0.02
C 1.20333 -0.50489 1.20281 0.33 -0.63 -0.08
C 1.34506 -0.92834 -1.19138 -0.38 -0.28 0.19
C 0.70468 -1.19450 0.05667 0.36 0.29 0.18
C -2.94705 0.62220 -0.77910 -0.58 0.20 -0.36
C -1.92993 0.85494 -0.02091 0.19 -0.72 -0.08
C -1.07596 1.69087 0.77113 0.54 0.11 0.37
C -0.34181 -2.09388 0.18971 -0.53 -0.02 -0.23
O -0.92557 -2.78145 -0.83234 0.11 0.07 0.46
O -0.88880 -2.38067 1.39211 0.08 -0.08 -0.48
H 3.78769 1.17971 -0.18195 0.07 0.08 -0.03
H 2.68514 0.80358 1.99101 0.03 0.03 0.10
H 2.89644 0.09009 -2.21427 0.01 0.00 -0.07
H 0.75452 -0.72249 2.15946 -0.04 0.11 0.11
H 0.99093 -1.40260 -2.09765 0.03 0.00 -0.11
H -3.15108 -0.35751 -1.19002 0.02 -0.28 -0.04
H -3.67872 1.38026 -1.07201 0.03 0.14 0.04
H -0.17640 1.11788 1.07938 -0.43 0.46 -0.07
H -1.58268 2.02229 1.67839 -0.01 0.10 0.05
H -0.72077 2.55498 0.20656 0.00 0.13 0.01
H -0.50596 -2.55805 -1.67038 0.01 0.07 0.07
H -1.62898 -2.98507 1.24014 0.06 0.09 0.05

Entry 4:
14
Properties=species:S:1:pos:R:3:forces:R:3 method="wB97M-V/def2-TZVPD" gap_ev=9.3 lumo_ev=-3.94 relative_energy_ev=0.2866 total_charge=+1
N 0.60837 2.96792 -0.58545 1.14 -0.89 -0.07
H 1.57841 3.22607 -0.36588 -0.30 0.61 -0.14
H 0.33281 3.28652 -1.51370 0.00 0.21 0.07
H -0.01674 3.29175 0.14820 -0.13 -0.03 0.00
H 0.70830 1.91449 -0.59359 -0.65 0.13 0.24
C -0.57735 -2.46101 0.64432 1.02 0.37 0.24
C -0.76880 -1.03597 0.18284 -1.18 0.50 -0.40
S 0.74409 -0.23542 -0.42987 -0.29 -0.05 -0.30
H -0.00121 -2.98192 -0.11709 -0.35 -0.38 -0.16
H 0.03944 -2.51212 1.54341 -0.18 0.07 0.14
H -1.53400 -2.92248 0.83973 -0.14 -0.24 -0.07
H -1.25990 -0.37521 0.90040 0.37 -0.22 0.36
H -1.47762 -1.03589 -0.65164 0.30 -0.05 -0.15
H 1.62421 -1.12674 -0.00166 0.39 -0.06 0.23

Entry 5:
12
Properties=species:S:1:pos:R:3:forces:R:3 method="wB97M-V/def2-TZVPD" gap_ev=8.0 lumo_ev=0.73 relative_energy_ev=3.2557 total_charge=0
N 2.69650 1.46982 -0.33174 -0.82 -0.78 0.13
C 1.88853 0.65400 -0.20117 0.66 0.72 -0.09
C 0.95059 -0.45633 -0.01421 0.09 -0.09 -0.02
N -0.47536 -0.06843 0.03816 -0.10 0.10 0.02
C -1.31318 -1.10722 -0.02474 -0.06 0.01 -0.09
C -0.79585 1.21413 0.17147 -0.01 -0.08 0.06
H 1.06455 -1.14337 -0.85695 -0.01 0.07 0.11
H 1.20386 -0.99539 0.90186 -0.05 0.11 -0.10
H -2.35660 -0.92600 0.18788 0.12 -0.02 -0.11
H -0.96229 -2.04014 -0.44045 0.02 0.12 0.11
H -1.84031 1.47097 0.06202 0.13 -0.03 0.13
H -0.06044 1.92794 0.50788 0.00 -0.12 -0.16

Entry 6:
39
Properties=species:S:1:pos:R:3:forces:R:3 method="wB97M-V/def2-TZVPD" gap_ev="7.4 / 7.3" lumo_ev="-4.02 / -4.31" total_charge=+1 multiplicity=5
Mn 0.09816 -1.09524 -0.55612 -1.61 -7.75 -0.63
C -4.90484 0.72516 -2.34252 -0.15 -0.15 -0.36
C -4.65854 0.76406 -0.84412 -0.76 -0.13 -0.27
N -3.34434 1.27596 -0.54842 2.14 -0.55 0.22
C -2.14964 0.59856 -0.56912 -1.42 0.00 0.03
S -2.14514 -1.16754 -0.55602 -0.57 0.74 -0.57
N -1.06654 1.36376 -0.59492 0.63 0.91 0.12
N 0.11086 0.67076 -0.55612 -1.40 3.75 -0.80
C 1.28356 1.16886 -0.67272 1.07 0.95 -0.09
C 1.57026 2.63286 -0.83672 -0.19 -0.13 -0.02
C 2.40246 0.15976 -0.62052 -0.25 0.40 0.01
C 3.73766 0.54506 -0.63002 -0.03 -0.49 0.05
C 4.71266 -0.45094 -0.57572 -0.14 -0.17 0.01
C 4.32916 -1.78854 -0.51312 -0.01 0.46 0.04
C 2.97706 -2.08834 -0.50492 -0.54 -0.25 0.02
N 2.01276 -1.15484 -0.55602 2.80 1.27 -0.59
H -5.92454 0.38536 -2.54962 0.14 0.06 0.00
H -4.21144 0.04566 -2.84742 -0.06 0.04 0.12
H -4.78044 1.71896 -2.78572 -0.05 -0.11 0.09
H -4.84134 -0.21604 -0.39242 0.40 0.14 0.00
H -5.39274 1.44016 -0.39042 0.26 -0.07 0.07
H -3.19544 2.25806 -0.72012 -0.14 0.20 0.12
H 0.65116 3.20446 -0.98682 0.09 -0.27 0.09
H 2.21396 2.79416 -1.70582 0.05 -0.01 0.16
H 2.06726 3.00886 0.06218 0.07 0.05 -0.12
H 4.02976 1.58596 -0.67212 -0.15 -0.05 -0.01
H 5.76536 -0.18504 -0.58002 -0.15 -0.02 -0.01
H 5.06546 -2.58244 -0.46952 -0.14 0.07 -0.01
H 2.61686 -3.11144 -0.45562 0.09 0.13 -0.06
I -0.01284 0.68756 5.26168 -0.04 0.64 0.83
C 0.05936 -0.47254 3.62378 0.01 -0.18 -0.67
C 0.14446 -1.83894 3.58458 0.01 -0.41 -1.40
N 0.16466 -2.16384 2.25798 0.09 -0.62 0.24
N 0.09816 -1.09524 1.44218 0.24 0.13 3.65
C 0.03366 -0.05884 2.28558 0.04 0.20 -0.48
H 0.19166 -2.59694 4.35288 -0.02 0.13 -0.09
H 0.22206 -3.08604 1.83788 -0.11 0.25 0.12
H -0.02874 0.94286 1.87998 -0.07 -0.09 0.27
H 0.09816 -2.82394 -0.55612 -0.11 0.91 -0.10

How do the records compare in E_tot? In the order shown, they have -16605.6915; -9768.2143; -14655.4142; -14554.7783; -7222.3352; -72946.3751 eV.